Density functional theory data (ωB97M-V/def2-TZVPD) for C42H33AsIrO3PS3 as an isolated structure in a non-equilibrium geometry.

Geometry (Å):
Ir -0.2469 0.7426 -0.6058
S 2.3723 1.0828 -0.5646
C 2.4473 2.7818 -0.8974
C 3.6149 3.4715 -0.5512
C 3.7577 4.8131 -0.8341
C 2.7117 5.5198 -1.4318
C 1.5461 4.8671 -1.7632
C 1.4011 3.4908 -1.5355
S -0.0019 2.7104 -2.1536
H 4.4074 2.9284 -0.0592
H 4.6812 5.3183 -0.5925
H 2.8249 6.5734 -1.6413
H 0.7176 5.3978 -2.2044
O -4.1616 1.7807 -0.3144
S -2.9396 1.3562 0.2819
O -1.8088 2.3167 0.1730
O -2.4621 0.0260 -0.1788
C -3.1144 1.1748 2.0479
C -4.3271 1.2200 2.7037
C -4.3467 1.0750 4.0837
C -3.1659 0.8561 4.7802
C -1.9544 0.7983 4.1125
C -1.9256 0.9818 2.7305
P -0.3272 0.9935 1.8612
C 0.4959 2.4853 2.4548
C -0.2543 3.6128 2.7917
C 0.3923 4.7801 3.1569
C 1.7785 4.8381 3.1662
C 2.5273 3.7295 2.7981
C 1.8902 2.5582 2.4345
C 0.4099 -0.4951 2.6033
C -0.1796 -1.6793 2.1510
C 0.2549 -2.9001 2.6283
C 1.2847 -2.9436 3.5585
C 1.8682 -1.7692 4.0087
C 1.4337 -0.5419 3.5371
H -5.2287 1.3832 2.1332
H -5.2832 1.1250 4.6168
H -3.1911 0.7299 5.8530
H -1.0382 0.6123 4.6576
H -1.3355 3.5729 2.7629
H -0.1822 5.6514 3.4403
H 2.2746 5.7527 3.4483
H 3.6057 3.7805 2.7953
H 2.4668 1.6966 2.1263
H -0.9961 -1.6207 1.4368
H -0.2135 -3.8130 2.2876
H 1.6299 -3.8945 3.9391
H 2.6660 -1.8085 4.7341
H 1.8742 0.3693 3.9101
C -1.9411 -5.6703 -0.3295
C -0.6740 -5.5953 -0.8863
C -0.1479 -4.3755 -1.2767
C -0.8950 -3.2126 -1.1030
C -2.1660 -3.2876 -0.5413
C -2.6871 -4.5121 -0.1572
As -0.3018 -1.4798 -1.7761
C 1.5084 -1.8909 -2.3859
C 1.9254 -1.7586 -3.7037
C 3.2556 -1.9765 -4.0286
C 4.1661 -2.3164 -3.0422
C 3.7537 -2.4544 -1.7253
C 2.4310 -2.2309 -1.3958
C -1.3834 -1.3059 -3.3750
C -2.2849 -2.2779 -3.7994
C -3.0729 -2.0513 -4.9162
C -2.9676 -0.8557 -5.6123
C -2.0762 0.1194 -5.1896
C -1.2868 -0.1085 -4.0786
H -2.3489 -6.6305 -0.0494
H -0.0933 -6.4942 -1.0304
H 0.8300 -4.3312 -1.7428
H -2.7395 -2.3730 -0.4297
H -3.6785 -4.5644 0.2696
H 1.2104 -1.4931 -4.4758
H 3.5832 -1.8740 -5.0530
H 5.2035 -2.4606 -3.2981
H 4.4671 -2.7198 -0.9597
H 2.0967 -2.3179 -0.3636
H -2.3746 -3.2100 -3.2505
H -3.7791 -2.8055 -5.2381
H -3.5834 -0.6835 -6.4821
H -2.0099 1.0602 -5.7169
H -0.5903 0.6514 -3.7355

Values from the calculation:
Net charge = +1
HOMO (alpha / beta) = -10.4 / -10.6 eV
<S²> = 0.83
M = 980.04 g/mol
ΔE to the lowest compared entry with this formula, charge and spin = 80.91 kcal per mole
Spin multiplicity = 2
Kohn-Sham gap (alpha / beta) = 6.0 / 5.6 eV

=====

Density functional theory data (ωB97M-V/def2-TZVPD) for C24H26AsS4W as an isolated structure in a non-equilibrium geometry.

Geometry (Å):
W 0.3303 -0.7149 0.9692
C -0.9244 -1.4253 -2.2731
C 0.0146 -0.2437 -2.3994
S 1.3822 -0.1220 -1.1909
C 2.5812 -1.4540 -1.5621
C 2.1706 -2.8385 -1.1245
S 1.5657 -2.8664 0.6165
C 0.1798 -4.0622 0.4689
C -0.9155 -3.6886 -0.5134
S -1.3737 -1.8942 -0.5354
H -0.5286 -2.3162 -2.7592
H -1.8765 -1.1696 -2.7457
H -0.5152 0.6997 -2.2446
H 0.4546 -0.2250 -3.4000
H 3.4811 -1.1293 -1.0326
H 2.7957 -1.4276 -2.6320
H 3.0386 -3.5007 -1.1555
H 1.3910 -3.2582 -1.7550
H -0.2048 -4.1731 1.4856
H 0.6370 -5.0108 0.1768
H -1.8354 -4.2178 -0.2540
H -0.6523 -3.9726 -1.5329
S 1.3250 1.3597 1.3700
C 0.6311 2.1759 2.7732
C 1.3141 3.2364 3.3599
C 0.7981 3.8313 4.5007
C -0.3933 3.3840 5.0506
C -1.1056 2.3606 4.4350
C -0.5942 1.7432 3.3015
As -1.5116 0.3313 2.3200
C -3.2951 0.2839 3.1993
C -3.3982 -0.2612 4.4812
C -4.5976 -0.1427 5.1648
C -5.6783 0.4989 4.5761
C -5.5649 1.0400 3.3051
C -4.3686 0.9460 2.6069
C -0.5881 -1.2759 3.0662
C 0.7275 -1.2205 3.5881
C 1.2765 -2.3397 4.2142
C 0.5263 -3.4980 4.3532
C -0.7759 -3.5580 3.8597
C -1.3221 -2.4711 3.1965
H 2.2418 3.5889 2.9354
H 1.3283 4.6551 4.9543
H -0.7879 3.8542 5.9388
H -2.0673 2.0517 4.8301
H -2.5505 -0.7635 4.9382
H -4.6852 -0.5568 6.1591
H -6.6093 0.5828 5.1153
H -6.4096 1.5360 2.8526
H -4.2684 1.3858 1.6187
H 1.2423 -0.2646 3.6875
H 2.2634 -2.2723 4.6476
H 0.9378 -4.3424 4.8834
H -1.3649 -4.4489 4.0216
H -2.3511 -2.4911 2.8420

Values from the calculation:
Net charge = +3
HOMO (alpha / beta) = -17.2 / -17.3 eV
<S²> = 2.16
M = 701.50 g/mol
ΔE to the lowest compared entry with this formula, charge and spin = 17.38 kcal per mole
Spin multiplicity = 3
Kohn-Sham gap (alpha / beta) = 5.8 / 6.4 eV

=====

Density functional theory data (ωB97M-V/def2-TZVPD) for a 2-piece molecular cluster, C7H16NO overall.

Geometry (Å):
C 1.9450 0.2900 -0.2557
C 0.5960 0.6149 -0.8921
C -0.4054 1.3235 0.0132
C -0.8021 0.8631 1.1976
C -0.4226 -0.3931 1.8940
C -0.7183 -1.6145 1.4601
C -0.9051 2.6439 -0.5045
N 2.0205 -1.1781 0.0711
H 2.0945 0.8285 0.6759
H 2.7851 0.5072 -0.9078
H 0.7658 1.2205 -1.7768
H 0.1359 -0.3011 -1.2706
H -1.4837 1.4596 1.7919
H 0.0378 -0.2642 2.8667
H -0.5028 -2.5092 2.0351
H -1.2274 -1.8200 0.5261
H -0.1343 3.4135 -0.4327
H -1.1950 2.5795 -1.5493
H -1.7658 2.9904 0.0579
H 2.8955 -1.4333 0.5267
H 1.9230 -1.7301 -0.7807
H 1.2262 -1.4146 0.6958
H -1.6677 -2.3094 -2.7254
H -2.2732 -1.3167 -1.7358
O -1.4405 -1.7319 -1.9886

Values from the calculation:
Net charge = +1
HOMO = -12.6 eV
M = 130.21 g/mol
ΔE to the lowest compared entry with this formula, charge and spin = 21.99 kcal per mole
Kohn-Sham gap = 9.6 eV

=====

Density functional theory data (ωB97M-V/def2-TZVPD) for C34H59N7O6Si2Y as an isolated structure.

Geometry (Å):
Y -0.2424 0.6679 -0.0136
C -3.4909 -3.1729 -0.3793
N -2.6363 -2.9404 -1.5378
C -2.5753 -3.9831 -2.5480
C -2.0120 -1.7699 -1.6766
O -2.1037 -0.8481 -0.8667
C -1.0952 -1.5796 -2.8880
O -0.5685 -0.2725 -2.8549
C -1.2995 0.6457 -3.6398
C -1.3086 2.0046 -2.9561
O -0.9509 2.1060 -1.7805
N -1.7521 3.0397 -3.6686
C -2.0523 2.9448 -5.0897
C -1.8041 4.3618 -3.0597
H -3.2039 -4.1089 0.0989
H -4.5381 -3.2265 -0.6834
H -3.3494 -2.3587 0.3244
H -2.8727 -4.9246 -2.0927
H -1.5626 -4.1067 -2.9316
H -3.2507 -3.7814 -3.3829
H -1.6217 -1.7770 -3.8260
H -0.2570 -2.2773 -2.8280
H -2.3453 0.3312 -3.7395
H -0.8592 0.7079 -4.6394
H -2.6402 2.0556 -5.3131
H -1.1402 2.9400 -5.6909
H -2.6451 3.8102 -5.3743
H -1.8420 4.2508 -1.9811
H -2.6984 4.8793 -3.4025
H -0.9218 4.9473 -3.3234
C -3.0958 -1.8631 7.0465
O -2.1198 -1.7196 6.0281
C -2.4283 -0.9847 4.9405
C -3.6721 -0.3559 4.7550
C -3.8757 0.3612 3.6056
C -2.8997 0.4999 2.5980
C -3.2068 1.2599 1.4103
C -4.5555 1.9350 1.2853
O -2.4318 1.4100 0.4519
C -1.6308 -0.1416 2.8004
O -0.6592 -0.0766 1.9450
C -1.4390 -0.8729 3.9833
H -2.6338 -2.4827 7.8100
H -3.9933 -2.3605 6.6715
H -3.3634 -0.8961 7.4785
H -4.4561 -0.4261 5.4936
H -4.8372 0.8374 3.4769
H -4.7224 2.6361 2.1028
H -5.3621 1.2024 1.3058
H -4.5834 2.4696 0.3391
H -0.4889 -1.3644 4.1385
C 5.1741 0.6092 -0.5262
Si 3.3352 0.1464 -0.4917
C 3.2501 -0.9854 1.0394
C 3.0967 -0.7466 -2.1631
C 2.0650 1.4778 -0.3201
Si 2.3353 2.9528 -1.4228
C 1.2478 4.4335 -0.9547
C 2.0160 2.5071 -3.2504
C 4.0760 3.7015 -1.3639
H 5.7689 -0.2961 -0.3769
H 5.4346 1.3029 0.2740
H 5.4927 1.0542 -1.4685
H 3.7232 -1.9590 0.8949
H 2.2476 -1.1466 1.4394
H 3.8256 -0.4869 1.8241
H 3.6587 -1.6823 -2.2384
H 3.5040 -0.0912 -2.9360
H 2.0537 -0.9202 -2.4375
H 2.2375 1.8703 0.6988
H 0.1853 4.2143 -0.9996
H 1.4575 5.2680 -1.6279
H 1.4778 4.7734 0.0574
H 1.3153 1.6772 -3.3592
H 2.9430 2.2077 -3.7435
H 1.6284 3.3657 -3.8050
H 4.4050 3.8599 -0.3354
H 4.0744 4.6763 -1.8571
H 4.8289 3.0882 -1.8581
C -0.2606 4.8687 3.3571
C 0.5560 3.7659 3.5468
C 0.5263 2.7477 2.6080
N -0.2487 2.7805 1.5233
C -1.0411 3.8388 1.3569
C -1.0806 4.9030 2.2405
H -0.2616 5.6839 4.0680
H 1.2043 3.6861 4.4071
H 1.1365 1.8609 2.7342
H -1.6738 3.8195 0.4784
H -1.7400 5.7382 2.0525
C 3.9910 -4.8010 -0.3802
C 2.8915 -5.5352 0.3818
C 2.8412 -5.1105 1.8453
C 1.5234 -5.3926 -0.2924
N 0.9101 -4.0834 -0.1060
C 1.2352 -2.8781 -0.5810
N 0.3942 -1.9924 -0.0902
N -0.4453 -2.6894 0.7079
N -0.1455 -3.9228 0.7111
H 4.9646 -5.0206 0.0565
H 3.8610 -3.7182 -0.3334
H 4.0199 -5.0999 -1.4292
H 3.1091 -6.6067 0.3356
H 2.6462 -4.0402 1.9403
H 3.7970 -5.3111 2.3272
H 2.0642 -5.6450 2.3928
H 0.8050 -6.0916 0.1344
H 1.6000 -5.5787 -1.3654
H 2.0574 -2.6803 -1.2414

Values from the calculation:
Net charge = +1
HOMO = -9.8 eV
M = 806.97 g/mol
ΔE to the lowest compared entry with this formula, charge and spin = 5.44 kcal per mole
Kohn-Sham gap = 7.9 eV

=====

Density functional theory data (ωB97M-V/def2-TZVPD) for C38H34BrCrN6O3Si as an isolated structure.

Geometry (Å):
Cr 0.3293 -0.1117 0.5496
O 2.9794 -1.9755 2.9418
C 2.0875 -1.3342 2.4168
N 2.0846 -0.6737 1.2370
C 3.1763 0.1538 0.9013
C 4.5052 -0.1593 1.1457
C 5.4895 0.7809 0.8747
C 5.1310 2.0175 0.3670
C 3.8008 2.3279 0.1076
C 2.7967 1.3952 0.3641
N 1.3881 1.5922 0.1952
C 0.9853 2.6102 -0.6105
O 1.6979 3.2760 -1.3587
C -0.4643 3.0420 -0.6158
C -1.1272 3.1342 -1.8383
C -2.3903 3.6859 -1.8676
C -2.9349 4.1683 -0.6836
C -2.1866 4.0558 0.4732
N -0.9767 3.4956 0.5212
C 0.8287 -1.0288 3.2044
C 0.6451 -1.5450 4.4652
C -0.4167 -1.0663 5.2210
C -1.1939 -0.0492 4.7063
C -0.9504 0.4400 3.4227
N 0.0089 -0.1009 2.6612
H 4.7488 -1.1278 1.5567
H 6.5287 0.5441 1.0647
H 5.8902 2.7612 0.1594
H 3.5487 3.2935 -0.2944
H -0.6463 2.7785 -2.7396
H -2.9398 3.7531 -2.7983
H -3.9145 4.6268 -0.6584
H -2.5733 4.4320 1.4158
H 1.3483 -2.2814 4.8268
H -0.6102 -1.4575 6.2114
H -1.9927 0.3921 5.2865
H -2.8033 -0.5497 1.8585
C -1.6894 1.6263 2.9073
Si -3.0536 -0.2546 0.4283
C -3.7646 -1.8289 -0.3174
C -4.3776 1.0731 0.4549
N -1.5200 0.1528 -0.2890
C -1.4936 -0.0100 -1.6715
C -2.5944 0.1900 -2.5221
C -2.5333 -0.0568 -3.8826
C -1.3607 -0.5156 -4.4665
C -0.2421 -0.6984 -3.6670
C -0.3217 -0.4194 -2.3174
O 0.7851 -0.6033 -1.4636
C 2.0775 -0.5019 -2.0284
C 2.9742 -1.5103 -1.7405
C 4.2715 -1.4054 -2.2224
C 4.6475 -0.3087 -2.9810
C 3.7244 0.6902 -3.2595
C 2.4269 0.5991 -2.7854
H -2.7210 1.6300 3.2570
H -1.6599 1.6723 1.8239
H -1.1908 2.5319 3.2610
H -4.3566 -2.3558 0.4358
H -2.9696 -2.4991 -0.6552
H -4.4119 -1.6336 -1.1731
H -5.2537 0.6820 0.9809
H -4.6996 1.3850 -0.5398
H -4.0366 1.9659 0.9791
H -3.5156 0.5685 -2.0991
H -3.4117 0.1150 -4.4917
H -1.3082 -0.7209 -5.5266
H 0.6920 -1.0407 -4.0914
H 2.6889 -2.3324 -1.0976
H 4.9918 -2.1753 -1.9799
H 5.6644 -0.2221 -3.3399
H 4.0168 1.5637 -3.8267
H 1.7158 1.3895 -2.9735
Br -2.7208 -4.5431 3.1270
C -1.6006 -4.0363 1.7001
C -1.2709 -4.9261 0.6957
C -0.4533 -4.4646 -0.3198
C -0.0050 -3.1558 -0.2907
N -0.3228 -2.2969 0.6838
C -1.1154 -2.7433 1.6645
H -1.6435 -5.9409 0.7079
H -0.1617 -5.1100 -1.1361
H 0.6227 -2.7741 -1.0798
H -1.3974 -2.0473 2.4374

Values from the calculation:
HOMO (alpha / beta) = -7.1 / -7.2 eV
<S²> = 3.78
M = 782.72 g/mol
ΔE to the lowest compared entry with this formula, charge and spin = 25.87 kcal per mole
Spin multiplicity = 4
Kohn-Sham gap (alpha / beta) = 6.9 / 6.8 eV

=====

Density functional theory data (ωB97M-V/def2-TZVPD) for a 8-piece molecular cluster, C4H25N2O9 overall in a non-equilibrium geometry.

Geometry (Å):
N -0.1019 2.5527 1.1331
C 1.2245 1.8297 1.1602
C 1.1096 0.5413 0.4139
N 1.0204 0.7282 -1.0252
C 0.0192 0.0136 -1.7291
C -1.3412 0.6197 -1.3877
O -2.4024 -0.1333 -1.0939
O -1.4850 1.8162 -1.2717
H -0.2436 3.2110 1.8922
H -0.2564 2.9554 0.1580
H -0.8447 1.8402 1.2002
H 1.5102 1.7476 2.2067
H 1.9198 2.5127 0.7128
H 0.2526 -0.0587 0.7221
H 1.9263 -0.1500 0.5972
H 1.7796 1.1311 -1.5310
H 0.0804 0.0287 -2.8190
H -0.0096 -1.0527 -1.4920
H -2.2926 -1.0953 -1.2162
H -0.0684 3.7538 -1.9028
H -0.1350 4.9013 -0.8953
O 0.2521 4.0238 -1.0322
H -3.0937 1.2465 1.7385
H -2.6626 0.2226 0.6821
O -2.5356 0.4720 1.6101
H 4.7338 -3.8133 0.1799
H 4.6364 -3.4045 -1.3067
O 4.1735 -3.8676 -0.6025
H 1.6204 -3.0154 1.3162
H 0.5730 -2.8227 2.5223
O 0.8881 -2.4947 1.6776
H -3.4494 2.3675 -0.9694
H -4.9868 2.3690 -0.9203
O -4.2064 2.7608 -0.5174
H -1.9748 -2.0148 0.5891
H -0.6209 -2.6377 0.5472
O -1.3521 -2.3817 -0.0526
H 2.9195 -4.8995 0.3984
H 1.4587 -4.8738 -0.2519
O 1.9653 -4.9298 0.5592

Values from the calculation:
Net charge = +1
HOMO = -12.3 eV
M = 245.25 g/mol
ΔE to the lowest compared entry with this formula, charge and spin = 23.85 kcal per mole
Kohn-Sham gap = 9.8 eV

=====

Density functional theory data (ωB97M-V/def2-TZVPD) for a 2-piece molecular cluster, C2H8N overall in a non-equilibrium geometry.

Geometry (Å):
C 0.2225 2.0937 0.8298
N -0.5563 -0.7679 -0.5328
C 0.0855 -1.9555 -0.6493
H -0.2011 1.0381 0.4664
H -0.5826 2.8188 0.5946
H 0.2950 1.7221 1.9006
H -1.3903 -0.6158 -1.1432
H 1.1706 2.4606 0.4333
H -0.6240 -2.7860 -0.8420
H 0.9589 -1.8208 -1.3634
H 0.6218 -2.1873 0.3059

Values from the calculation:
Net charge = +2
HOMO (alpha / beta) = -23.3 / -23.3 eV
<S²> = 0.89
M = 46.09 g/mol
ΔE to the lowest compared entry with this formula, charge and spin = 177.21 kcal per mole
Spin multiplicity = 2
Kohn-Sham gap (alpha / beta) = 8.4 / 7.2 eV

=====

Density functional theory data (ωB97M-V/def2-TZVPD) for a 2-piece molecular cluster, C3H8BrClSi overall in a non-equilibrium geometry.

Geometry (Å):
C -0.8909 -0.4853 -0.9924
C 1.3585 0.5087 -0.2714
C 0.3076 -0.5948 -0.0451
Si -0.2896 -1.1956 1.7923
Cl 1.3672 -2.0404 -0.4238
Br 1.2755 -0.9717 3.3952
H -0.5078 -0.6475 -2.0056
H -1.7245 -1.1337 -0.8498
H -1.2593 0.5419 -0.7934
H 2.1214 0.6626 0.5099
H 1.9066 0.1684 -1.2534
H 0.9699 1.5628 -0.5351
H -1.9999 0.1753 2.9077
H -0.5711 -2.5547 1.5190

Values from the calculation:
HOMO = -9.2 eV
M = 187.54 g/mol
ΔE to the lowest compared entry with this formula, charge and spin = 110.41 kcal per mole
Kohn-Sham gap = 8.5 eV

=====

Density functional theory data (ωB97M-V/def2-TZVPD) for one molecule with the formula C6H10N2 in a non-equilibrium geometry.

Geometry (Å):
N -1.1953 -0.7742 -1.2722
C -0.9528 0.0312 -0.0874
C -1.2811 -0.7798 1.1790
C 0.0889 -1.1836 1.6327
N 1.0438 -0.6008 1.0558
C 0.5546 0.3016 0.0742
C 1.3729 0.6210 -1.1517
C 1.1970 1.6507 -0.0821
H -0.5479 -1.5523 -1.3073
H -1.1010 -0.2268 -2.1183
H -1.5461 0.9440 -0.1591
H -1.7499 -0.1664 1.9521
H -1.9249 -1.6307 0.9658
H 0.2799 -1.9077 2.4085
H 2.3328 0.1508 -1.2808
H 0.8273 0.7608 -2.0756
H 2.0483 1.8669 0.5439
H 0.5535 2.4955 -0.2775

Values from the calculation:
HOMO = -9.0 eV
M = 110.16 g/mol
ΔE to the lowest compared entry with this formula, charge and spin = 28.90 kcal per mole
Kohn-Sham gap = 10.1 eV

=====

Density functional theory data (ωB97M-V/def2-TZVPD) for an isolated ion of composition C3H9N2O and charge +1 in a non-equilibrium geometry.

Geometry (Å):
N -2.2182 0.0228 0.0195
C -0.8782 0.1736 -0.2926
C 0.0213 -1.0121 0.2134
N 1.3900 -0.4409 0.0757
C 1.1228 1.1389 -0.0952
O -0.1381 1.2634 0.3208
H -2.3194 -0.2059 0.9342
H -2.8900 0.7443 -0.3520
H -0.6275 0.1348 -1.3586
H -0.2276 -1.2930 1.3011
H -0.0561 -1.9503 -0.3328
H 1.9415 -0.5720 0.9044
H 1.8210 -1.0476 -0.7902
H 1.6947 1.6421 0.5911
H 1.3639 1.4018 -1.1386

Values from the calculation:
Net charge = +1
HOMO = -14.5 eV
M = 89.12 g/mol
ΔE to the lowest compared entry with this formula, charge and spin = 52.77 kcal per mole
Kohn-Sham gap = 10.8 eV

=====

Density functional theory data (ωB97M-V/def2-TZVPD) for one molecule with the formula C3H5N3 in a non-equilibrium geometry.

Geometry (Å):
H -0.6512 1.1288 1.4614
N -0.2745 0.0218 1.4615
C 0.0415 -0.1759 0.2717
C 0.7671 -1.3691 -0.2451
N 1.1655 -2.4173 -0.4392
N -0.2066 0.8087 -0.6878
C -0.8792 1.9480 -0.2276
H -0.3243 0.5094 -1.6439
H -1.8166 1.7581 0.1731
H -1.3023 2.2992 -1.3411
H -0.2722 2.9939 0.2153

Values from the calculation:
HOMO = -10.0 eV
M = 83.09 g/mol
ΔE to the lowest compared entry with this formula, charge and spin = 68.45 kcal per mole
Kohn-Sham gap = 10.5 eV